1.
The following is a DFT calculation (ωB97M-V/def2-TZVPD) of CHIN4O4S as an isolated structure in a non-equilibrium geometry.

2S+1   1
Energy above the lowest of the compared OMol25 structures with the same formula, charge and spin   9.0 kcal per mole
Maximum force   3.27 eV/A
DFT total energy   -1254.3354 Eh
Frontier orbital gap   9.10 eV
LUMO level   -1.42 eV

Structure (XYZ):
```
12
Properties=species:S:1:pos:R:3:nbo_charge:R:1
C 2.9370 1.3398 0.9186 0.370
N 4.0374 1.5532 1.1406 -0.309
N -2.3619 -0.5961 0.2807 -1.114
N 1.6806 1.0919 0.7819 -0.342
N 1.1667 0.3171 -0.0366 0.635
O 1.5756 -0.2481 -0.9964 -0.343
O -0.1295 0.1462 0.1710 -0.556
O -0.5469 -2.2195 -0.3383 -0.863
O -1.2034 -0.4969 -1.9778 -0.866
S -1.1147 -0.9679 -0.6583 2.480
I -2.8156 1.3490 0.4162 0.434
H -3.2252 -1.2688 0.2982 0.473
```

***

2.
The following is a DFT calculation (ωB97M-V/def2-TZVPD) of C22H45IrN2P3SSe as an isolated structure in a non-equilibrium geometry.

2S+1   5
Energy above the lowest of the compared OMol25 structures with the same formula, charge and spin   24.6 kcal per mole
Maximum force   2.81 eV/A
<S²>   6.04
DFT total energy   -4901.6726 Eh
Frontier orbital gap (spin up / spin down)   4.34 / 4.86 eV
Net charge   +3
LUMO level (spin up / spin down)   -9.26 / -11.60 eV

Structure (XYZ):
```
75
Properties=species:S:1:pos:R:3:mulliken_spin:R:1
Ir -0.1344 1.1438 -0.4227 0.912
P 1.5430 2.1208 0.5942 0.128
P -1.3074 0.8692 1.4209 0.252
P -1.2949 2.6010 -1.4718 0.368
H 0.3087 -1.3455 -5.0542 0.073
C 0.2681 -0.2290 -5.0573 0.273
C 1.3125 0.5837 -4.8989 0.286
H 2.0019 0.5764 -4.0512 0.102
C 2.6436 1.0822 1.6157 0.064
C 1.2042 3.5409 1.7310 0.001
C 2.6882 2.7925 -0.6523 0.031
C -2.4439 -0.4819 1.0385 0.050
C -0.5024 0.3676 2.9772 0.088
C -2.2957 2.2837 2.0129 0.008
C -0.7842 2.7042 -3.1944 0.035
C -1.1209 4.2938 -0.8094 0.001
C -3.0587 2.1531 -1.5153 0.026
H -0.6770 0.2457 -5.3852 0.042
H 1.5620 1.2596 -5.7053 0.024
H 3.0160 0.2357 1.0316 -0.001
H 2.1256 0.6535 2.4758 -0.005
H 3.5030 1.6603 1.9841 0.005
H 0.8180 3.1852 2.6926 -0.001
H 0.4704 4.2265 1.2961 0.003
H 2.1361 4.0933 1.9151 -0.001
H 3.1959 1.9739 -1.1750 0.004
H 3.4395 3.4404 -0.1904 0.004
H 2.1408 3.3855 -1.3845 0.009
H -3.1431 -0.5938 1.8818 0.008
H -1.8589 -1.4074 0.9054 -0.006
H -3.0051 -0.2594 0.1214 -0.012
H -1.1844 0.5337 3.8220 0.007
H 0.4166 0.9239 3.1812 0.000
H -0.2573 -0.7046 2.9331 -0.038
H -2.8247 1.9446 2.9128 -0.002
H -3.0371 2.5965 1.2710 0.000
H -1.6417 3.1272 2.2741 0.000
H -1.3338 3.5607 -3.6089 0.004
H -1.0013 1.7840 -3.7465 -0.022
H 0.2966 2.8642 -3.2639 -0.003
H -1.4763 4.9513 -1.6154 0.000
H -0.0695 4.5217 -0.5731 0.005
H -1.7310 4.4395 0.0952 0.000
H -3.4919 2.7437 -2.3313 0.003
H -3.5707 2.3833 -0.5745 0.004
H -3.1775 1.0823 -1.7307 -0.005
C 0.1412 -1.6814 -2.6241 0.082
C -1.1166 -1.3534 -3.1695 0.088
C -1.9580 -2.4314 -3.5075 -0.004
C -1.5897 -3.7580 -3.1501 0.039
C -0.3478 -4.0378 -2.5893 0.025
C 0.5741 -2.9971 -2.5051 0.010
S 1.3574 -0.4844 -2.3174 0.065
H 2.6185 -0.8960 -2.8575 0.018
H -1.2781 -0.2885 -3.3718 -0.023
H -2.9218 -2.2951 -4.0185 0.000
H -2.3046 -4.5756 -3.3025 0.001
H -0.0322 -5.0368 -2.2871 -0.001
H 1.6193 -3.1683 -2.2627 0.009
C 3.4008 -2.5149 3.0190 -0.005
N 2.1181 -3.0701 3.3963 0.069
C 1.8039 -3.4940 4.6730 0.081
C 0.4803 -3.7947 4.6861 0.091
N 0.0068 -3.5547 3.4062 0.058
C -1.3894 -3.6063 3.0144 -0.002
C 0.9845 -2.9855 2.6241 -0.087
Se 0.8135 -2.1595 0.9855 0.735
H 4.1905 -3.0560 3.5515 0.001
H 3.4828 -1.4420 3.2275 0.002
H 3.5416 -2.6414 1.9507 0.004
H 2.5452 -3.5337 5.4486 0.005
H -0.1544 -4.1566 5.4810 0.005
H -1.9129 -4.2635 3.7198 0.001
H -1.8704 -2.6117 3.0048 0.004
H -1.4699 -4.0194 2.0032 0.001
```